Entry from OMol25: a structure of composition C38H31N5O4S3Se2V in a non-equilibrium geometry (ωB97M-V/def2-TZVPD).

CARTESIAN COORDINATES (ANGSTROEM)
V1 -0.19 0.91 0.42
N1 1.20 1.98 3.06
C1 0.12 1.16 3.31
C2 -0.17 0.86 4.64
C3 -1.23 0.00 4.94
C4 -1.99 -0.47 3.87
C5 -1.65 -0.10 2.59
N2 -0.58 0.66 2.27
C6 1.56 2.65 1.91
C7 2.68 3.47 1.96
C8 3.05 4.21 0.85
C9 2.23 4.14 -0.28
C10 1.11 3.34 -0.24
N3 0.80 2.54 0.80
H1 1.76 2.21 3.87
H2 0.42 1.29 5.43
H3 -1.46 -0.26 5.96
H4 -2.85 -1.11 4.03
H5 -2.26 -0.42 1.75
H6 3.25 3.54 2.88
H7 3.93 4.84 0.87
H8 2.45 4.72 -1.16
H9 0.43 3.33 -1.07
C11 0.24 1.16 -6.40
O1 1.57 1.16 -5.96
C12 1.77 1.05 -4.59
C13 3.11 1.01 -4.17
C14 3.40 0.87 -2.84
C15 2.41 0.78 -1.84
C16 2.71 0.54 -0.47
C17 4.16 0.61 -0.01
O2 1.87 0.25 0.42
C18 1.03 0.91 -2.26
O3 0.05 1.02 -1.47
C19 0.76 0.99 -3.66
H10 0.28 1.20 -7.49
H11 -0.32 2.02 -6.04
H12 -0.29 0.25 -6.10
H13 3.88 1.08 -4.91
H14 4.44 0.80 -2.55
H15 4.76 -0.15 -0.51
H16 4.20 0.44 1.06
H17 4.58 1.60 -0.24
H18 -0.28 1.05 -3.93
Se1 -1.72 3.38 1.48
N4 -1.78 1.99 0.36
C20 -3.08 1.61 0.23
C21 -3.52 0.55 -0.54
C22 -4.87 0.23 -0.53
C23 -5.77 0.97 0.23
C24 -5.34 2.06 0.98
C25 -3.99 2.39 1.01
N5 -3.46 3.39 1.75
H19 -2.79 -0.03 -1.09
H20 -5.22 -0.62 -1.11
H21 -6.82 0.71 0.23
H22 -6.04 2.64 1.57
O4 -0.74 -1.00 0.13
C26 -0.28 -2.26 0.20
C27 -1.35 -3.13 0.86
C28 -1.25 -4.10 1.82
C29 -2.51 -4.59 2.24
C30 -3.54 -3.97 1.61
S1 -3.00 -2.78 0.49
C31 0.98 -2.51 1.01
C32 1.93 -3.46 0.79
C33 2.93 -3.50 1.78
C34 2.71 -2.59 2.76
S2 1.28 -1.66 2.48
C35 -0.02 -2.78 -1.21
C36 -0.80 -3.56 -2.00
C37 -0.29 -3.73 -3.31
C38 0.87 -3.05 -3.49
S3 1.36 -2.20 -2.07
H23 -0.32 -4.45 2.21
H24 -2.63 -5.35 2.99
H25 -4.59 -4.14 1.73
H26 1.92 -4.13 -0.06
H27 3.77 -4.18 1.76
H28 3.30 -2.39 3.64
H29 -1.71 -4.02 -1.66
H30 -0.76 -4.33 -4.06
H31 1.49 -2.99 -4.37
Se2 -1.29 5.43 0.45

Values from the calculation:
spin multiplicity = 2
HOMO-LUMO gap (alpha / beta) = 0.123 / 0.137 Eh
HOMO level (alpha / beta) = 0.564 / 0.191 eV
net charge = -2
expectation value of S² = 0.930
E_tot = -244435.427 eV
LUMO energy (alpha / beta) = 0.144 / 0.144 Ha
F_max = 0.06532 hartree/bohr